{
  "formula": "C4H2ClO2",
  "method": "the ωB97M-V functional and the def2-TZVPD basis",
  "symbols": ["C", "C", "C", "C", "O", "O", "Cl", "H", "H"],
  "coordinates": [[-2.741, -0.026, 0.201], [-1.595, -0.331, 0.007], [1.631, 0.842, -0.086], [0.784, -0.484, -0.052], [2.696, 0.525, 0.471], [1.208, 1.858, -0.513], [1.059, -1.649, -1.224], [-3.694, 0.317, 0.297], [0.651, -1.052, 0.899]],
  "forces_ev_per_angstrom": [[0.655, -0.236, -0.113], [3.575, -0.216, -0.264], [0.449, -1.995, 1.493], [-2.275, -0.677, 2.071], [0.349, -0.638, 0.044], [-1.287, 2.598, -1.486], [0.311, -0.643, -1.328], [-2.027, 0.568, 0.260], [0.249, 1.238, -0.678]],
  "mulliken_charge": [-0.54, -0.37, 0.58, 0.06, -0.65, -0.61, -0.14, 0.38, 0.29],
  "lumo_energy_ev": 3.5,
  "gap_ha": 0.3270,
  "de_lowest_kj_mol": 407.2,
  "total_charge": -1
}

{
  "formula": "C4H2F2O",
  "method": "the ωB97M-V functional and the def2-TZVPD basis",
  "symbols": ["C", "C", "C", "C", "O", "F", "F", "H", "H"],
  "coordinates": [[-1.588, 0.719, -1.644], [-0.918, 0.283, -0.654], [-0.204, -0.955, -0.037], [-0.342, 0.335, 0.651], [1.866, 1.365, 0.508], [-0.874, -2.045, 0.195], [-1.027, 0.725, 1.686], [0.691, -1.238, -0.570], [2.396, 0.810, -0.134]],
  "forces_ev_per_angstrom": [[-0.539, 0.225, -0.793], [0.780, 0.266, 0.611], [1.081, 0.734, -0.555], [1.535, 0.429, -0.785], [-1.823, -1.617, -0.447], [-1.434, -1.009, 0.918], [0.971, -0.199, 0.027], [0.517, 0.604, 0.146], [-1.087, 0.566, 0.877]],
  "mulliken_charge": [-0.07, 0.31, 0.02, 0.13, -0.61, -0.20, -0.14, 0.29, 0.27],
  "lumo_energy_ev": [-2.9, -2.9],
  "gap_ha": [0.2681, 0.2682],
  "de_lowest_kj_mol": 858.8,
  "total_charge": 0
}

{
  "formula": "C4H2F4O4P",
  "method": "the ωB97M-V functional and the def2-TZVPD basis",
  "symbols": ["C", "C", "C", "C", "O", "O", "O", "O", "F", "F", "F", "F", "P", "H", "H"],
  "coordinates": [[0.394, 0.157, 0.145], [-0.078, 1.524, -0.131], [0.167, 1.681, 1.291], [0.606, 0.277, 1.596], [-2.228, -0.410, -0.145], [-3.829, 1.562, -0.645], [-1.238, 1.867, -0.748], [-2.457, 1.587, 1.525], [0.912, 2.164, -0.936], [0.658, 2.727, 1.821], [-0.131, -0.365, 2.498], [1.896, -0.014, 1.952], [-2.605, 1.192, 0.088], [-1.232, -0.689, 0.296], [0.792, -0.583, -0.516]],
  "forces_ev_per_angstrom": [[-0.288, 0.205, 1.261], [-0.153, -0.326, -2.112], [1.351, -1.348, 0.052], [-0.696, 0.747, -1.986], [2.664, -0.319, 1.570], [0.488, -0.381, -0.266], [-1.149, -0.652, 0.992], [0.952, -0.186, -0.121], [0.050, 0.389, 0.224], [0.213, 1.441, 0.997], [-0.719, -1.066, 1.072], [0.619, 0.343, 0.628], [0.245, -0.270, -0.374], [-4.029, 1.531, -1.564], [0.453, -0.109, -0.374]],
  "mulliken_charge": [-2.06, 1.50, -0.43, 1.87, -0.59, -0.77, -0.53, -0.65, -0.37, -0.26, -0.29, -0.33, 0.99, 0.46, 0.47],
  "lumo_energy_ev": [2.2, 2.2],
  "gap_ha": [0.2929, 0.2928],
  "de_lowest_kj_mol": 80.6,
  "total_charge": -1
}

{
  "formula": "C4H2F5IN2",
  "method": "the ωB97M-V functional and the def2-TZVPD basis",
  "symbols": ["C", "C", "C", "C", "N", "N", "F", "F", "F", "F", "F", "I", "H", "H"],
  "coordinates": [[-0.875, -0.217, -1.403], [0.293, -0.059, -0.533], [-1.420, -0.432, 1.321], [0.777, 1.382, -0.330], [-1.498, -0.382, -2.348], [1.130, -1.124, -0.326], [-1.368, -1.733, 1.164], [-0.658, -0.014, 2.347], [-2.743, -0.074, 1.389], [-0.171, 2.288, -0.513], [1.164, 1.580, 0.974], [2.473, 1.769, -1.732], [2.107, -0.968, -0.019], [0.788, -2.015, 0.007]],
  "forces_ev_per_angstrom": [[2.862, 0.119, 0.541], [-2.065, 0.506, 0.602], [-0.100, 1.391, -0.750], [0.405, -0.706, 0.945], [-1.257, -0.147, -0.497], [1.263, 0.337, 0.330], [0.130, -0.619, 0.425], [-1.337, -0.551, -0.295], [2.083, -0.136, 0.379], [-0.302, -0.163, -0.739], [0.524, -0.484, -1.032], [-0.610, -0.042, 0.679], [-1.161, 0.313, -0.245], [-0.435, 0.181, -0.345]],
  "mulliken_charge": [0.33, -0.04, 0.56, 0.37, -0.44, -0.33, -0.19, -0.18, -0.22, -0.22, -0.20, 0.06, 0.26, 0.26],
  "lumo_energy_ev": [-1.3, -1.0],
  "gap_ha": [0.3109, 0.2836],
  "de_lowest_kj_mol": 255.3,
  "total_charge": 0
}

Question: What is the formula in the first record?
Answer: C4H2ClO2